Computed, not measured: 4 unconnected molecules or ions with the total composition C19H35BN9O9P, with ωB97M-V/def2-TZVPD.

Element x y z (Å)
N1 1.2884 0.9097 -2.2420
C1 -1.5330 -1.3933 0.7136
H1 0.6037 3.3819 1.0098
C2 -2.6407 -0.4486 0.7893
H2 6.3583 -5.9354 -3.2190
H3 -2.1124 5.3352 -0.7745
O1 -4.3101 -1.8903 1.8312
C3 -4.0758 -0.8354 1.2877
C4 -5.0748 1.4473 0.6934
H4 3.6242 -6.6785 -0.9183
B1 0.9864 -2.1200 0.2618
H5 2.2502 0.1808 -0.5258
H6 1.6356 1.9159 -0.3607
N2 -8.0063 0.4532 1.9997
H7 0.9876 8.8893 -0.6856
H8 0.3656 -2.5562 3.0127
N3 1.8650 -2.2639 1.4446
N4 5.4289 -7.7659 -2.8217
O2 2.0841 -4.7072 -0.2368
C5 1.4119 0.8892 -0.7417
H9 -0.9467 5.7622 1.3847
H10 -1.3717 -3.0018 2.0080
H11 2.4940 9.8127 -0.3967
H12 0.9132 -0.7825 2.7590
H13 -8.3128 0.0920 2.9059
H14 0.6780 -2.7717 -1.5729
H15 1.2667 1.8635 -2.5954
C6 -0.8313 2.8572 -0.5996
H16 0.4865 0.3631 -2.5473
H17 4.8246 -6.2065 -4.1010
H18 1.9265 8.6326 0.8235
C7 2.5820 -6.9095 -0.7330
N5 -6.1832 2.3328 0.5072
O3 1.6021 -6.2129 1.2506
N6 -1.7622 -2.7668 1.0986
H19 3.7420 -1.5529 2.2690
N7 -1.1724 5.7213 -0.7053
C8 -0.1728 -0.9960 0.2505
C9 3.0847 -1.4245 1.3581
H20 3.7141 -1.6544 0.4635
H21 -1.7867 3.2286 -1.0616
P1 -6.9809 -0.5724 1.3491
C10 -5.2736 0.1452 1.0679
H22 -5.8422 3.2882 0.3358
C11 1.2079 -1.8783 2.7106
C12 -2.4101 0.9740 0.3840
C13 1.9787 8.8698 -0.2368
H23 -7.4286 -1.1156 0.0971
C14 -0.4574 5.2586 0.5003
H24 -0.0377 2.9191 -1.3820
O4 6.3661 -8.3758 -2.3494
O5 3.7704 8.0968 -1.4830
H25 -6.7860 -1.6485 2.2706
C15 -1.0924 1.3781 -0.1200
H26 -1.4813 -3.4172 0.3667
C16 5.7523 -6.6582 -3.7610
H27 6.3023 -7.0867 -4.5958
H28 2.0022 -6.8814 -1.6523
N8 2.7501 7.7851 -0.9014
O6 -3.4536 3.1510 0.5457
H29 2.4822 -7.8744 -0.2441
H30 -1.1006 3.3614 1.5595
N9 2.0445 -5.8561 0.1706
C17 -3.5943 1.9399 0.5238
H31 0.5893 5.6803 0.4447
O7 1.2010 -3.0297 -0.7908
H32 2.7478 -0.3426 1.3980
O8 2.2979 6.6585 -0.8123
H33 -0.6271 5.5412 -1.5480
H34 -6.6580 2.4019 1.4210
C18 0.0275 0.3980 -0.1892
H35 1.9819 -1.9960 3.5289
O9 4.2508 -7.9824 -2.5926
C19 -0.4404 3.6740 0.7012

Computed properties:
Charge: 0
DFT total energy: -62062.9080 eV
Frontier orbital gap: 0.274 hartree
SMILES: CN(C)B(O)c1c(N)c2c(c(CCCN)c1CN)C(=O)C(N)=C([PH2]=N)C2=O.C[N+](=O)[O-].C[N+](=O)[O-].C[N+](=O)[O-]

Which charges does Löwdin predict for the atoms? In e, they are: N -0.001; C -0.173; H 0.102; C 0.019; H 0.103; H 0.054; O 0.042; C -0.319; C -0.217; H 0.079; B -0.504; H 0.088; H 0.111; N -0.348; H 0.102; H 0.085; N -0.108; N -0.434; O 0.028; C -0.190; H 0.109; H 0.082; H 0.093; H 0.103; H -0.047; H 0.122; H 0.055; C -0.152; H 0.069; H 0.096; H 0.101; C 0.029; N 0.089; O 0.061; N 0.082; H 0.095; N -0.025; C 0.036; C -0.098; H 0.103; H 0.101; P 0.760; C -0.207; H 0.087; C -0.104; C -0.008; C 0.046; H 0.007; C -0.260; H 0.091; O 0.078; O 0.073; H 0.016; C -0.066; H 0.093; C 0.049; H 0.102; H 0.102; N -0.444; O 0.073; H 0.100; H 0.107; N -0.398; C -0.232; H 0.082; O 0.081; H 0.083; O 0.042; H 0.062; H 0.079; C -0.076; H 0.095; O 0.031; C -0.164